86
Properties=species:S:1:pos:R:3:forces:R:3 method="wB97M-V/def2-TZVPD" homo_ev="-13.01 / -13.11" charge=+2 homo_lumo_gap_ev="7.52 / 7.73" spin_multiplicity=2 max_force_ev_per_a=2.3 relative_energy_kj_mol=225.4
Ru 0.708058 -1.080305 0.888875 -0.08 -2.07 1.05
C -1.365023 -2.635835 2.727188 -0.02 0.00 0.08
C -0.949111 -3.540285 1.596472 -0.10 -0.18 -0.02
N 0.423999 -3.223326 1.167512 0.35 0.11 0.06
C 1.538886 -3.839094 1.915971 0.00 -0.27 -0.02
C 1.798114 -3.228898 3.271894 0.07 0.04 0.19
S 1.894467 -1.414674 3.174315 0.23 0.30 -0.63
C 0.579186 -0.864086 4.295770 0.11 -0.01 0.15
C -0.662656 -0.407581 3.553496 -0.16 0.05 0.12
N -0.937688 -1.266118 2.391457 -0.10 0.66 -0.36
H -0.913968 -2.929924 3.671642 0.04 -0.01 -0.02
H -2.446556 -2.693440 2.864592 0.00 0.09 0.06
H -1.595525 -3.348349 0.737339 0.02 -0.04 -0.01
H -1.057330 -4.594784 1.864905 0.04 0.00 0.00
H 0.527071 -3.538279 0.211974 -0.04 -0.11 0.02
H 2.425178 -3.698336 1.295879 -0.01 -0.03 -0.04
H 1.379580 -4.916222 2.033448 -0.03 0.00 -0.04
H 2.768007 -3.581557 3.620176 -0.02 0.01 0.07
H 1.065172 -3.500526 4.028159 -0.02 -0.05 -0.04
H 0.982020 -0.030710 4.869605 0.02 -0.04 0.04
H 0.395477 -1.675170 4.999323 -0.06 0.04 0.02
H -0.516819 0.604595 3.175023 -0.01 0.01 0.01
H -1.506696 -0.391060 4.250901 -0.06 0.02 -0.06
H -1.633342 -0.805692 1.803640 -0.08 -0.03 0.05
C -0.044777 -3.398546 -2.016900 0.08 0.03 0.03
C 1.253025 -2.639897 -1.979978 -0.16 0.05 0.15
C 2.181128 -2.712448 -2.986786 0.17 -0.02 -0.02
C 3.371098 -1.969973 -2.887809 -0.06 -0.05 -0.04
C 3.598571 -1.142167 -1.818026 0.06 -0.01 -0.06
C 2.607773 -1.097598 -0.827673 0.36 0.37 -0.04
N 1.511790 -1.864744 -0.901809 -0.54 0.47 -0.23
N 2.507708 -0.362599 0.296296 -0.07 0.49 0.16
Si 3.056515 1.313453 0.549353 -0.13 -0.27 -0.15
C 2.696029 2.198979 -1.040873 0.15 0.12 -0.08
C 4.858171 1.386140 0.940469 0.14 -0.04 0.08
C 1.968456 1.950822 1.920734 -0.01 0.03 0.14
H -0.430145 -3.451882 -3.033244 0.00 -0.01 -0.02
H -0.794311 -2.908570 -1.392070 -0.02 0.00 -0.03
H 0.088649 -4.431357 -1.680036 -0.04 0.00 -0.01
H 1.992229 -3.347650 -3.840752 0.02 0.01 -0.01
H 4.112548 -2.047094 -3.672664 -0.02 0.00 -0.01
H 4.496852 -0.548016 -1.726083 -0.01 -0.01 -0.02
H 3.250774 1.749944 -1.869044 -0.03 0.05 -0.01
H 2.967084 3.256639 -0.995150 -0.03 -0.02 0.00
H 1.636990 2.118510 -1.275709 -0.13 0.03 -0.07
H 5.446094 0.916567 0.148555 0.03 0.02 0.03
H 5.104487 0.893160 1.882316 0.00 0.00 -0.01
H 5.176105 2.429672 1.010140 0.03 -0.03 0.01
H 0.930549 1.668126 1.731542 -0.10 0.03 0.00
H 1.985681 3.041494 1.979836 0.09 -0.01 0.01
H 2.269952 1.555491 2.895030 -0.01 0.04 -0.01
O -0.898457 -0.042084 0.053026 -0.06 0.46 -0.50
As -1.492218 1.266494 -0.858384 0.12 -0.28 0.02
C -0.731499 1.186001 -2.602887 0.14 -0.02 -0.04
C -0.706207 -0.098105 -3.146866 0.06 0.07 -0.01
C -0.140652 -0.303125 -4.393984 -0.04 0.01 -0.01
C 0.390366 0.769483 -5.099394 -0.01 -0.01 -0.01
C 0.339133 2.049621 -4.568691 -0.01 0.01 0.01
C -0.222893 2.264849 -3.318312 -0.10 -0.02 -0.04
C -1.279900 2.860643 0.165352 0.01 0.07 0.05
C -0.528431 3.976409 -0.185733 0.00 -0.04 0.08
C -0.434841 5.043027 0.699393 0.00 0.00 0.00
C -1.086905 4.996506 1.922417 0.01 -0.01 -0.01
C -1.843902 3.883922 2.270719 0.00 0.01 0.01
C -1.946810 2.819362 1.392080 0.02 0.02 -0.03
C -3.361001 0.932010 -0.955486 -0.11 -0.04 0.06
C -3.856325 -0.313022 -0.582991 -0.03 0.06 -0.07
C -5.222217 -0.549254 -0.651967 0.01 0.01 0.00
C -6.077434 0.454860 -1.085390 0.01 -0.01 0.00
C -5.576899 1.697744 -1.452343 -0.01 -0.01 -0.01
C -4.214226 1.941659 -1.389248 0.03 -0.03 0.00
H -1.135817 -0.928277 -2.599003 0.03 0.00 0.01
H -0.125602 -1.295359 -4.826071 0.00 0.01 0.01
H 0.829145 0.609218 -6.075343 0.00 0.00 0.01
H 0.730910 2.886273 -5.131228 0.00 0.00 0.01
H -0.279895 3.272403 -2.936249 0.02 0.02 0.02
H -0.018536 4.037051 -1.132523 0.11 -0.03 -0.04
H 0.148645 5.913355 0.429638 -0.02 0.00 -0.02
H -1.017635 5.835622 2.601977 0.01 -0.01 0.00
H -2.364400 3.857358 3.218978 -0.01 0.00 -0.01
H -2.564878 1.964765 1.646916 -0.01 0.01 0.02
H -3.173905 -1.087229 -0.254741 0.00 -0.02 0.00
H -5.621424 -1.514886 -0.371286 0.00 0.00 0.00
H -7.141282 0.267169 -1.141166 0.00 0.01 0.01
H -6.249233 2.476446 -1.785773 0.00 0.00 -0.01
H -3.824298 2.912290 -1.674655 -0.01 0.01 0.02



86
Properties=species:S:1:pos:R:3:forces:R:3 method="wB97M-V/def2-TZVPD" homo_ev="-13.20 / -13.34" charge=+2 homo_lumo_gap_ev="8.63 / 7.04" spin_multiplicity=2 max_force_ev_per_a=0.4 relative_energy_kj_mol=0.0
Ru 0.340491 1.576804 0.239865 0.15 0.35 0.13
C -0.858691 3.962758 1.339993 0.02 0.00 0.00
C -0.591357 3.143601 2.592799 0.00 0.00 -0.01
N -0.358770 1.712446 2.257750 -0.04 -0.03 -0.03
C 0.563354 1.041196 3.201416 -0.01 0.00 0.01
C 1.979593 1.597633 3.106430 0.02 0.00 0.01
S 2.451929 2.013538 1.391704 -0.11 -0.04 -0.06
C 2.373736 3.844139 1.380539 0.00 0.00 -0.02
C 1.422567 4.370173 0.314357 0.02 -0.01 0.00
N 0.122198 3.654160 0.261315 -0.01 -0.05 0.03
H -0.854725 5.029566 1.576514 0.01 0.00 0.00
H -1.838006 3.709520 0.933458 -0.01 0.00 0.00
H -1.429149 3.250113 3.284562 0.00 -0.01 0.00
H 0.286036 3.516212 3.114804 0.00 0.01 0.01
H -1.246177 1.220018 2.303515 -0.01 0.00 -0.01
H 0.562806 -0.012110 2.931024 -0.01 0.00 0.01
H 0.205573 1.137739 4.230682 -0.01 0.00 0.00
H 2.690726 0.850691 3.454830 0.00 0.01 -0.01
H 2.134743 2.487989 3.713766 0.00 0.00 0.00
H 3.376555 4.217310 1.179399 0.00 0.01 0.00
H 2.104176 4.176832 2.379685 -0.01 0.00 0.00
H 1.874246 4.245356 -0.669810 0.00 -0.01 0.00
H 1.258381 5.439718 0.471416 0.00 0.00 0.00
H -0.320792 3.906540 -0.619978 0.01 0.03 0.00
C 3.030260 1.809333 -2.378550 0.01 0.00 0.00
C 1.582950 1.848936 -2.763436 0.00 -0.03 0.01
C 1.166647 2.008449 -4.073204 0.00 -0.01 -0.01
C -0.196780 2.037813 -4.363538 0.00 -0.01 -0.01
C -1.140109 1.899306 -3.365135 -0.01 -0.02 0.00
C -0.670466 1.723090 -2.063176 -0.07 0.01 0.09
N 0.662056 1.709836 -1.798398 -0.06 -0.02 0.03
N -1.335626 1.576089 -0.873840 0.15 -0.33 -0.03
Si -2.995542 0.985575 -0.700186 -0.02 0.09 -0.07
C -4.201443 2.340093 -1.125045 0.02 0.02 -0.01
C -3.209499 0.517050 1.097159 0.02 0.01 0.00
C -3.233800 -0.488474 -1.814897 0.05 -0.03 0.04
H 3.570379 1.090670 -2.994925 0.00 0.01 -0.01
H 3.147839 1.523162 -1.334565 0.00 -0.01 0.00
H 3.501328 2.781454 -2.535706 0.00 0.00 0.01
H 1.902095 2.114687 -4.858184 0.00 0.00 0.00
H -0.520105 2.174726 -5.387502 0.00 0.00 0.00
H -2.199392 1.931419 -3.574960 0.00 0.00 0.00
H -4.080458 3.212616 -0.478212 0.00 0.00 0.00
H -5.227949 1.986189 -1.004537 0.00 0.00 0.00
H -4.096915 2.678183 -2.158088 0.00 0.00 0.01
H -3.194231 1.399762 1.744520 -0.01 0.00 0.02
H -2.465580 -0.211372 1.434077 -0.03 0.04 0.01
H -4.191310 0.060123 1.240203 0.00 -0.01 -0.01
H -3.165286 -0.210303 -2.867764 -0.01 -0.01 -0.02
H -4.221598 -0.928504 -1.661604 -0.02 0.00 0.01
H -2.480852 -1.260816 -1.635120 -0.08 0.06 -0.01
O 0.739132 -0.395149 0.514547 0.02 -0.06 -0.10
As 0.542937 -2.051077 0.257121 0.00 0.03 -0.01
C -0.152848 -2.440160 -1.471053 0.03 0.02 -0.01
C 0.225658 -1.618178 -2.527518 0.00 -0.05 0.00
C -0.223589 -1.901665 -3.807224 -0.01 0.02 0.01
C -1.043756 -3.001168 -4.024992 -0.02 0.00 0.00
C -1.406828 -3.827607 -2.970252 0.00 -0.01 0.00
C -0.958861 -3.554090 -1.686129 0.02 -0.04 0.00
C -0.610916 -2.735750 1.607887 0.05 -0.02 0.04
C -1.983236 -2.846068 1.402415 -0.03 -0.01 0.00
C -2.796718 -3.277158 2.439945 0.00 0.00 -0.01
C -2.241877 -3.591412 3.673220 0.01 0.00 0.01
C -0.872405 -3.478067 3.878151 -0.01 0.00 0.01
C -0.051738 -3.051145 2.845738 -0.01 -0.01 -0.01
C 2.276382 -2.804845 0.485470 0.01 0.03 -0.03
C 3.390424 -1.977463 0.397901 0.00 0.01 0.01
C 4.657295 -2.530519 0.514002 0.00 -0.01 0.00
C 4.802277 -3.896845 0.713415 0.00 0.01 0.00
C 3.685869 -4.718574 0.796452 -0.01 0.00 0.00
C 2.415753 -4.175336 0.679923 -0.02 -0.01 0.00
H 0.870657 -0.769497 -2.347250 0.02 0.06 -0.02
H 0.069245 -1.268944 -4.634731 0.00 0.00 0.00
H -1.395840 -3.221192 -5.023953 0.00 0.00 0.00
H -2.035915 -4.689305 -3.147222 0.00 0.00 0.00
H -1.240878 -4.206157 -0.868122 0.02 0.00 -0.03
H -2.420218 -2.606772 0.440426 -0.01 0.02 0.00
H -3.862422 -3.375838 2.282810 0.00 0.00 0.00
H -2.878830 -3.935051 4.477305 0.00 0.00 0.00
H -0.443811 -3.735127 4.837430 0.00 0.00 0.00
H 1.019456 -2.983788 2.998537 0.00 0.00 0.00
H 3.265461 -0.912961 0.240944 -0.01 0.01 0.00
H 5.532121 -1.897657 0.446465 0.00 0.00 0.00
H 5.791438 -4.325197 0.803394 0.00 0.00 0.00
H 3.804507 -5.782228 0.951532 0.00 0.00 0.00
H 1.545989 -4.819019 0.748017 0.00 0.00 -0.01